Entry 1:
Density functional theory data (ωB97M-V/def2-TZVPD) for C3H3Br2N in the gas phase.

energy: -144730.7814 eV
highest occupied orbital energy (alpha / beta): -9.47 / -8.80 eV
frontier orbital gap (alpha / beta): 9.0 / 8.3 eV
maximum force: 3.300 eV Å⁻¹
relative energy (zero: lowest compared OMol25 entry of this formula, charge and spin): 74.3 kcal/mol
LUMO (alpha / beta): -0.475 / -0.501 eV

XYZ file:
```
9
Properties=species:S:1:pos:R:3:forces:R:3:lowdin_charge:R:1
H 0.1172 0.6694 -1.5949 -0.2 -1.0 2.0 0.11
C -0.1247 0.3898 -0.4912 0.9 0.1 -0.5 -0.73
Br -0.7969 2.0932 0.2290 -0.1 0.1 -0.2 0.64
C 1.0163 -0.1212 0.5104 -3.3 0.3 0.5 -0.71
H 0.9750 0.4551 1.4678 0.2 -0.9 -0.8 0.04
N -0.6515 -1.5165 0.6907 1.9 0.8 0.1 0.16
Br 2.7106 -0.5466 -0.0282 0.4 -0.3 -0.3 0.75
C -1.0938 -0.7134 -0.1611 -1.3 1.3 -1.5 -0.40
H -2.1521 -0.7097 -0.6225 1.4 -0.3 0.8 0.13
```
Positions in Å, forces in eV/Å.

=====

Entry 2:
Density functional theory data (ωB97M-V/def2-TZVPD) for 2 unconnected molecules or ions with the total composition C2H8N3S.

energy: -17500.8444 eV
highest occupied orbital energy: -12.59 eV
frontier orbital gap: 8.6 eV
maximum force: 6.069 eV Å⁻¹
relative energy (zero: lowest compared OMol25 entry of this formula, charge and spin): 36.0 kcal/mol
total charge: +1
LUMO: -3.991 eV

XYZ file:
```
14
Properties=species:S:1:pos:R:3:forces:R:3:lowdin_charge:R:1
H 1.6414 -0.4612 2.0473 -0.5 0.2 0.4 0.15
H -1.2232 -0.7490 0.2256 -0.5 0.1 0.2 0.11
N -1.3944 -0.3170 1.1429 -0.5 0.2 -1.0 0.19
H 0.3366 2.2929 -2.6153 0.5 0.2 0.4 0.01
C -0.3439 -0.0761 1.8596 -1.0 -0.6 0.0 -0.20
S 0.1831 0.1106 -2.6152 1.7 1.7 2.7 0.90
H 0.3212 -1.9578 -2.1975 -0.2 2.1 1.8 0.04
H -2.2206 0.2184 1.3531 -0.3 -0.3 -0.3 0.14
H 0.9122 -1.2621 0.8160 -0.5 -0.5 -1.4 0.09
H 0.5973 1.8529 -0.8995 0.4 0.2 2.8 -0.03
N 0.3026 -1.0560 -1.5548 -0.3 -2.2 -2.2 -0.48
C 0.6319 1.5443 -1.8674 -2.3 -1.9 -5.3 -0.29
H -0.5063 0.5102 2.7269 0.5 0.7 0.8 0.16
N 0.7620 -0.6501 1.5783 2.9 0.1 1.0 0.21
```
Positions in Å, forces in eV/Å.

=====

Entry 3:
Density functional theory data (ωB97M-V/def2-TZVPD) for 2 unconnected molecules or ions with the total composition C24H45BrN5O7P2S.

energy: -146849.1308 eV
highest occupied orbital energy: -9.16 eV
frontier orbital gap: 4.6 eV
maximum force: 6.596 eV Å⁻¹
total charge: +1
LUMO: -4.593 eV

XYZ file:
```
85
Properties=species:S:1:pos:R:3:forces:R:3:lowdin_charge:R:1
C 3.6737 -7.3735 -2.6352 0.8 -0.4 1.5 0.00
H -2.9469 2.8201 -1.0264 -0.4 0.0 -0.2 0.08
H -3.7375 5.7507 4.8059 -0.1 0.0 0.0 0.09
O -2.1813 -2.6030 -6.5702 0.6 -1.0 0.0 -0.13
H -0.8011 1.6498 -1.1731 -0.4 -0.1 -0.5 0.11
H 4.1111 -3.8338 -0.2017 -0.2 0.2 -0.3 0.09
C -1.8881 -0.5162 0.1274 0.8 -1.1 0.4 -0.16
H 5.2454 -2.7293 -0.9551 -0.3 0.3 0.1 0.10
P -1.1386 4.3176 4.2822 -6.2 0.8 2.1 0.71
O 1.0545 -2.0619 -6.3260 0.0 -0.6 0.9 0.20
O -4.5996 0.0992 -0.4621 0.8 -0.1 0.2 0.13
C 2.3754 -1.5785 -3.6760 -0.1 0.9 -1.0 -0.14
H -4.6821 2.4808 -1.4529 0.2 0.0 0.0 0.09
C 5.4071 -5.5744 -1.9746 -1.2 0.5 -0.1 0.00
C -3.3869 2.5878 4.4424 0.2 -0.2 0.5 -0.12
C 1.7765 -2.7720 -4.1632 0.2 -0.2 0.9 -0.02
H 5.5290 -5.2341 -0.9371 0.2 0.0 -0.3 0.08
C -0.6625 0.7638 -1.8044 1.5 -0.1 0.8 -0.18
H 1.1512 2.0256 5.6795 0.0 0.1 0.0 0.08
C 2.1619 -0.2329 -4.3428 -0.6 0.8 -0.1 -0.15
O -2.5578 0.7323 0.3373 -0.2 -0.6 -1.5 -0.08
C 0.7714 0.8844 -2.4339 -0.6 -0.5 -0.1 -0.19
H 0.0678 4.4731 7.1433 -0.1 0.0 0.1 0.08
S -1.7982 -2.2139 -3.6800 0.6 -0.1 -0.3 0.44
H 0.6901 1.3251 -4.5756 0.0 -0.3 0.2 0.13
Br 4.0722 -0.1379 -1.8464 -0.2 -0.7 -0.3 0.97
C 0.2113 2.0911 5.1276 -0.2 -0.2 -0.2 -0.13
H -0.0407 -0.2004 -4.1094 0.4 0.0 -0.1 0.05
H -3.6154 4.5855 6.1570 -0.1 0.0 -0.2 0.06
H 4.6192 -7.9300 -2.6911 -0.3 0.2 -0.1 0.08
P -1.5975 -3.2952 -5.2673 -1.6 0.3 1.7 0.17
H -1.5527 7.3460 4.7587 0.1 0.0 0.0 0.08
C 2.0125 -3.9434 -3.4757 -0.8 -0.1 -1.1 0.09
C -3.6689 0.8585 -0.4814 -0.8 0.6 -0.5 -0.49
C 4.1924 -2.8508 -0.6794 0.3 -1.1 0.5 -0.05
H -1.6194 1.5401 2.5329 -0.2 -0.1 0.0 0.07
C 3.1728 -1.6703 -2.5552 0.0 0.4 0.1 -0.49
H -0.0671 6.6009 5.3617 0.0 0.0 -0.1 0.07
C 0.9122 -2.8065 -5.4010 -0.1 0.9 -1.4 -0.41
C -0.6566 -0.4463 -0.8246 -0.5 0.8 -0.4 -0.17
O -0.0723 -3.8210 -5.5016 0.0 0.6 0.2 -0.13
C 2.8068 -3.9967 -2.3425 0.2 -0.1 1.1 -0.23
O -2.4801 -4.6361 -5.0894 1.4 0.4 -0.8 -0.16
H 1.1658 1.8954 -2.2619 0.0 -0.3 -0.3 0.12
C -3.1974 5.4980 5.7280 -0.1 -0.5 -0.1 -0.13
N -0.5970 3.2398 5.5406 2.0 0.3 -1.2 -0.30
H 6.0767 -6.4168 -2.1471 -0.1 0.3 -0.3 0.09
N -1.7677 5.3638 5.5169 0.0 0.3 0.8 -0.36
H -1.2780 7.1574 6.5063 -0.1 -0.1 0.0 0.08
H -1.3601 3.1368 1.8271 0.0 0.1 0.1 0.07
H 0.0457 2.7527 7.4947 0.1 -0.1 -0.3 0.08
H -2.9809 2.4701 1.8704 0.0 0.0 0.1 0.07
H 3.0429 -7.9371 -1.9323 -0.3 0.2 -0.5 0.10
H -1.4668 3.6234 7.4196 0.0 0.2 -0.1 0.08
H 0.2521 -0.3602 -0.2090 -0.2 0.0 -0.2 0.11
H 1.5303 -4.8460 -3.8464 0.2 0.1 0.4 0.15
N 3.3653 -2.8522 -1.9009 0.2 0.5 0.6 -0.02
H -3.1442 -2.7276 -6.6017 0.1 0.1 -0.2 0.11
H -3.6690 1.6147 4.0315 0.2 0.0 -0.1 0.08
C 3.9240 -5.9761 -2.0876 0.8 -1.0 0.1 -0.30
H 0.4713 2.1517 4.0695 -0.1 0.0 0.0 0.07
N 2.9296 -5.2338 -1.7196 0.0 0.0 -1.9 0.14
H -3.1740 2.4132 5.5010 0.0 0.1 0.0 0.07
H -1.5112 -0.8339 1.1102 -0.3 0.1 -0.2 0.12
H 3.2687 -7.3396 -3.6536 -0.3 0.2 0.4 0.10
C -0.4806 3.5496 6.9620 0.2 0.4 0.3 -0.11
N -2.2602 3.1491 3.7360 0.5 -0.3 -0.8 -0.32
C 0.8221 0.4511 -3.9193 0.1 0.3 0.2 -0.17
C -1.1444 6.6842 5.5300 0.3 -0.1 -0.2 -0.15
H -1.4166 0.6695 -2.5917 0.0 0.1 0.3 0.09
H -2.5688 -1.3083 -0.2115 -0.2 0.5 0.1 0.12
H 1.4043 0.1948 -1.8605 -0.1 0.3 -0.1 0.03
H 2.9620 0.4777 -4.1022 -0.1 -0.5 0.0 0.08
H -4.2659 3.2346 4.3610 0.0 0.0 0.1 0.08
H 5.5847 -4.7205 -2.6454 0.4 -0.2 0.1 0.10
H 2.1435 -0.2990 -5.4346 0.1 -0.4 0.3 0.11
H -3.4028 6.2736 6.4684 0.2 0.1 -0.1 0.08
H -2.1329 -5.0562 -4.2865 -0.5 -0.2 0.0 0.08
O -1.2982 5.3128 3.1474 3.5 -1.0 -0.6 -0.31
C -2.0497 2.5449 2.4316 0.0 0.5 0.0 -0.14
H 3.8523 -2.1171 0.0523 0.1 0.1 -0.4 0.09
C -3.6658 2.0822 -1.4078 0.5 -0.1 0.9 0.02
H -0.5854 -1.3482 -1.4515 0.0 0.0 0.5 0.04
H -0.3500 1.1633 5.2789 0.1 0.0 0.1 0.09
H -3.3364 1.7939 -2.4132 -0.2 -0.1 0.3 0.08
```
Positions in Å, forces in eV/Å.

=====

Entry 4:
Density functional theory data (ωB97M-V/def2-TZVPD) for a gas-phase ion, C5H11N2O (charge +1).

energy: -10383.5362 eV
highest occupied orbital energy: -13.24 eV
frontier orbital gap: 9.3 eV
maximum force: 2.544 eV Å⁻¹
relative energy (zero: lowest compared OMol25 entry of this formula, charge and spin): 47.7 kcal/mol
total charge: +1
LUMO: -3.916 eV
SMILES: N/C=[NH+]\CCCC=O

XYZ file:
```
19
Properties=species:S:1:pos:R:3:forces:R:3:lowdin_charge:R:1
H -1.1524 -1.5538 -1.1358 0.6 0.8 0.4 0.13
H -1.5739 0.6515 -3.0779 -0.9 0.7 0.3 0.17
O -0.9849 -0.9512 2.7367 0.6 0.5 0.2 0.06
H -2.0523 -1.5090 -2.4831 -0.1 0.9 -0.2 0.15
H 1.2412 1.6397 -0.4130 0.5 -1.2 0.0 0.14
H 1.6729 0.1039 -1.3643 0.0 0.5 0.7 0.14
C 0.5175 -0.2725 0.4624 -2.3 1.1 0.4 -0.20
H 0.9414 -1.2514 0.3054 -0.3 -0.6 0.1 0.12
C 0.8676 0.2372 1.8695 0.2 2.2 -1.0 -0.16
H 0.4258 1.2830 1.9560 0.6 -1.0 0.0 0.15
H -0.2980 1.9963 -1.6144 0.0 -0.2 -1.0 0.16
C 0.1498 -0.5597 2.9048 -0.3 -1.5 -0.1 -0.25
H 0.7451 -0.9095 3.7593 -0.1 0.3 0.4 0.13
C -1.1594 0.3086 -2.1407 1.1 -1.4 -1.5 -0.13
N -0.1274 0.9956 -1.7089 -0.7 0.6 2.0 0.06
C 0.9286 0.6107 -0.7164 0.2 0.6 -0.6 -0.12
H 1.9533 0.3514 2.0004 -0.4 -0.3 0.3 0.13
N -1.4573 -0.9408 -1.8824 -0.4 -1.4 0.1 0.21
H -0.6376 -0.2298 0.5424 1.7 -0.8 -0.4 0.13
```
Positions in Å, forces in eV/Å.

=====

- Which value of energy does entry 3 give?
  -146849.1308 eV

=====

- Among the records above, which one has the highest energy?
  C5H11N2O

=====

- Which value of maximum force does entry 1 give?
  3.300 eV Å⁻¹